(1)
Molecular formula: C27H35F24NO12S2
Method: DFT, ωB97M-V/def2-TZVPD

frontier orbital gap = 10.6 eV
total charge = 0
SMILES = CCCO[C@@]1(CON=O)C[C@H](CCCCS(=O)(=O)O)COS1(=O)=O.FC(F)C(F)(F)COC(F)(F)C(F)F.FC(F)C(F)(F)COC(F)(F)C(F)F.FC(F)C(F)(F)COC(F)(F)C(F)F
2S+1 = 1
highest occupied orbital energy = -10.562 eV
DFT total energy = -5200.43245 Ha
max |F| = 6.23 eV/Å

The geometry in XYZ format:
```
101
C27H35F24NO12S2, DFT ωB97M-V/def2-TZVPD
C -2.59 -4.55 -0.26
C -2.03 -3.10 -0.55
C -3.04 -2.28 -1.42
O -3.10 -0.95 -0.86
C -2.51 0.03 -1.65
C -3.27 0.27 -3.03
O -2.66 -0.40 -4.14
N -2.12 0.52 -5.01
O -1.24 0.04 -5.60
C -2.69 1.39 -0.84
C -1.59 1.64 0.26
C -0.77 2.92 -0.14
C 0.57 3.12 0.64
C 1.82 3.13 -0.33
C 2.46 1.71 -0.50
S 4.28 1.73 -0.65
O 4.92 1.72 0.68
O 4.74 2.78 -1.57
O 4.66 0.26 -1.36
C -0.72 0.39 0.61
O 0.10 -0.11 -0.47
S -0.69 -0.17 -1.91
O -0.24 1.00 -2.73
O -0.33 -1.40 -2.66
H -3.51 -4.73 -0.87
H -2.90 -4.69 0.79
H -1.84 -5.34 -0.51
H -1.85 -2.63 0.44
H -1.03 -3.19 -1.03
H -4.03 -2.77 -1.36
H -2.72 -2.32 -2.48
H -4.29 -0.16 -2.91
H -3.36 1.34 -3.28
H -3.71 1.35 -0.40
H -2.67 2.26 -1.53
H -2.13 1.90 1.20
H -0.59 3.00 -1.24
H -1.42 3.79 0.10
H 0.72 2.44 1.50
H 0.55 4.15 1.07
H 2.62 3.81 0.08
H 1.53 3.59 -1.30
H 2.13 1.09 0.36
H 2.05 1.22 -1.41
H 3.84 -0.16 -1.65
H -1.42 -0.43 0.90
H -0.05 0.53 1.48
F -1.61 5.90 -6.90
C -1.02 5.75 -8.09
F -2.01 5.43 -8.96
C 0.05 4.65 -8.10
F -0.50 3.44 -7.86
F 0.54 4.60 -9.37
C 1.28 4.83 -7.18
O 1.32 4.13 -5.92
C 0.73 4.69 -4.78
F 0.39 5.97 -5.00
F 1.69 4.72 -3.83
C -0.43 3.84 -4.25
F -1.40 3.70 -5.17
F -1.00 4.43 -3.17
H -0.60 6.71 -8.40
H 2.11 4.38 -7.72
H 1.56 5.88 -7.06
H -0.09 2.85 -3.96
F -1.98 -4.43 5.48
C -1.79 -3.71 4.36
F -3.04 -3.37 3.92
C -1.05 -4.50 3.26
F -1.78 -5.56 2.86
F -0.94 -3.67 2.18
C 0.38 -4.96 3.59
O 0.56 -6.30 4.03
C 0.37 -6.55 5.39
F 0.27 -5.38 6.06
F 1.51 -7.14 5.83
C -0.80 -7.51 5.66
F -1.95 -7.03 5.17
F -0.96 -7.68 6.99
H -1.26 -2.80 4.62
H 0.93 -4.91 2.65
H 0.90 -4.25 4.24
H -0.61 -8.48 5.20
F 2.65 -1.60 5.73
C 1.32 -1.63 5.71
F 0.97 -2.95 5.62
C 0.73 -0.83 4.52
F 1.10 -1.38 3.34
F -0.63 -0.93 4.58
C 1.03 0.69 4.48
O 2.08 1.18 3.64
C 3.42 1.22 4.08
F 3.47 0.98 5.40
F 3.83 2.49 3.92
C 4.34 0.30 3.27
F 3.93 -0.98 3.31
F 5.59 0.35 3.76
H 0.94 -1.25 6.66
H 0.14 1.14 4.04
H 1.09 1.13 5.48
H 4.36 0.62 2.22
```

(2)
Molecular formula: C27H35N5O4S
Method: DFT, ωB97M-V/def2-TZVPD

frontier orbital gap = 8.1 eV
total charge = 0
SMILES = CCOc1ccc(NC(=O)CN(C)C(=O)C2CCN(c3ncnc4sc(C)c(C)c34)CC2)cc1OCC
2S+1 = 1
highest occupied orbital energy = -7.535 eV
ΔE to the lowest compared entry with this formula, charge and spin = 51.50 kcal per mole
DFT total energy = -2022.83857 Ha
max |F| = 0.74 eV/Å

The geometry in XYZ format:
```
72
C27H35N5O4S, DFT ωB97M-V/def2-TZVPD
C -7.90 -4.37 0.33
C -6.54 -3.74 0.55
O -6.65 -2.37 0.21
C -5.55 -1.58 0.33
C -4.30 -1.99 0.76
C -3.24 -1.10 0.84
C -3.43 0.23 0.50
N -2.33 1.10 0.61
C -2.23 2.40 0.28
O -3.11 3.11 -0.17
C -0.80 2.93 0.50
N 0.12 2.38 -0.49
C 0.16 3.03 -1.78
C 0.73 1.20 -0.20
O 0.47 0.62 0.85
C 1.76 0.70 -1.19
C 3.12 1.35 -0.91
C 3.73 0.82 0.39
N 3.90 -0.62 0.33
C 5.00 -1.13 -0.31
N 4.80 -2.05 -1.25
C 5.82 -2.47 -1.97
N 7.06 -2.03 -1.90
C 7.29 -1.20 -0.89
S 8.87 -0.60 -0.51
C 8.25 0.14 0.95
C 9.19 0.82 1.88
C 6.91 -0.02 1.11
C 6.21 0.40 2.36
C 6.32 -0.74 0.02
C 2.63 -1.29 0.13
C 1.91 -0.83 -1.14
C -4.68 0.67 0.08
C -5.74 -0.22 -0.01
O -6.99 0.11 -0.42
C -7.26 1.45 -0.78
C -8.72 1.53 -1.19
H -8.20 -4.26 -0.71
H -8.64 -3.88 0.95
H -7.86 -5.43 0.58
H -6.23 -3.85 1.60
H -5.78 -4.22 -0.09
H -4.13 -3.02 1.03
H -2.27 -1.44 1.18
H -1.47 0.66 0.95
H -0.45 2.64 1.49
H -0.81 4.01 0.41
H -0.50 3.89 -1.75
H -0.19 2.37 -2.57
H 1.17 3.38 -2.01
H 1.44 0.97 -2.20
H 3.01 2.44 -0.84
H 3.79 1.13 -1.74
H 4.70 1.30 0.54
H 3.08 1.05 1.24
H 5.61 -3.22 -2.72
H 10.17 0.91 1.43
H 9.28 0.26 2.81
H 8.82 1.82 2.13
H 6.81 0.11 3.22
H 5.24 -0.08 2.43
H 6.07 1.48 2.40
H 2.82 -2.36 0.07
H 2.01 -1.07 1.00
H 0.93 -1.30 -1.18
H 2.49 -1.15 -2.00
H -4.80 1.71 -0.18
H -7.06 2.12 0.07
H -6.61 1.76 -1.61
H -9.35 1.23 -0.35
H -8.91 0.87 -2.02
H -8.97 2.55 -1.47
```

(3)
Molecular formula: C27H36BF11NO17
Method: DFT, ωB97M-V/def2-TZVPD

frontier orbital gap = 6.0 eV
total charge = -1
2S+1 = 1
highest occupied orbital energy = -4.533 eV
ΔE to the lowest compared entry with this formula, charge and spin = 0.00 kcal per mole
DFT total energy = -3507.87073 Ha
max |F| = 0.46 eV/Å

The geometry in XYZ format:
```
93
C27H36BF11NO17, DFT ωB97M-V/def2-TZVPD
C -1.92 5.25 1.41
C -2.27 3.77 1.56
C -3.63 3.36 1.03
F -3.69 3.81 -0.35
B -4.04 1.78 1.16
N -4.27 1.53 2.69
C -5.40 1.55 0.23
C -6.28 0.36 0.66
C -7.46 -0.02 -0.28
C -8.10 1.18 -0.92
O -9.05 1.80 -0.48
O -7.52 1.55 -2.09
C -2.76 0.87 0.64
C -3.04 -0.56 0.16
C -1.96 -1.21 -0.72
C -0.60 -1.34 -0.06
F -0.70 -1.49 1.28
F 0.02 -2.49 -0.48
C 0.44 -0.17 -0.31
F 1.53 -0.61 -0.98
F 0.89 0.35 0.82
F -0.07 0.81 -1.04
H -0.88 5.45 1.71
H -2.59 5.88 2.01
H -2.03 5.56 0.36
H -2.27 3.49 2.63
H -1.49 3.16 1.07
H -4.40 3.97 1.56
H -5.17 1.89 2.99
H -4.26 0.55 2.93
H -5.11 1.43 -0.82
H -6.02 2.47 0.27
H -6.69 0.54 1.66
H -5.66 -0.54 0.75
H -8.26 -0.53 0.28
H -7.10 -0.69 -1.07
H -7.74 2.49 -2.18
H -2.29 1.41 -0.20
H -2.03 0.83 1.46
H -3.96 -0.56 -0.45
H -3.23 -1.24 1.01
H -2.23 -2.24 -0.99
H -1.85 -0.64 -1.65
C 3.01 -3.57 0.04
C 4.34 -2.89 0.28
O 5.27 -3.91 -0.04
C 4.68 -4.79 -0.88
O 5.26 -5.64 -1.47
O 3.36 -4.55 -0.96
F 4.52 -2.52 1.58
H 2.68 -4.08 0.94
H 2.23 -2.91 -0.33
H 4.54 -2.02 -0.35
C 4.19 1.21 1.66
C 5.07 1.14 2.89
O 4.89 2.41 3.47
C 3.67 2.90 3.06
O 3.13 3.84 3.54
O 3.18 2.13 2.07
F 6.38 0.97 2.56
H 4.74 1.61 0.81
H 3.72 0.26 1.39
H 4.80 0.37 3.61
C 8.23 -1.71 -0.04
C 9.00 -0.57 0.59
O 8.88 0.46 -0.37
C 7.76 0.24 -1.11
O 7.27 1.02 -1.85
O 7.28 -1.00 -0.85
F 10.31 -0.86 0.78
H 8.89 -2.30 -0.68
H 7.70 -2.34 0.66
H 8.58 -0.21 1.54
C 8.10 -7.09 -1.78
C 9.40 -6.36 -1.55
O 10.37 -7.37 -1.78
C 9.82 -8.32 -2.58
O 10.44 -9.19 -3.11
O 8.50 -8.12 -2.70
F 9.53 -5.91 -0.28
H 7.75 -7.55 -0.85
H 7.31 -6.48 -2.20
H 9.59 -5.53 -2.23
C -10.36 3.97 -2.80
C -11.19 5.06 -2.14
O -10.45 5.34 -0.98
C -9.15 4.97 -1.17
O -8.25 5.25 -0.46
O -9.05 4.27 -2.33
F -12.43 4.63 -1.80
H -10.66 2.99 -2.43
H -10.38 4.00 -3.89
H -11.29 5.97 -2.73
```

(4)
Molecular formula: C27H36BF5IrN9O8S3Te
Method: DFT, ωB97M-V/def2-TZVPD

frontier orbital gap (alpha / beta) = 6.4 / 6.7 eV
total charge = +1
expectation value of S² = 0.76
2S+1 = 2
highest occupied orbital energy (alpha / beta) = -10.647 / -10.887 eV
ΔE to the lowest compared entry with this formula, charge and spin = 48.08 kcal per mole
DFT total energy = -4235.91757 Ha
max |F| = 0.85 eV/Å

The geometry in XYZ format:
```
91
C27H36BF5IrN9O8S3Te, DFT ωB97M-V/def2-TZVPD
Ir 0.44 -0.82 -2.05
C 5.78 2.37 -1.86
C 4.78 1.22 -1.87
C 4.09 1.17 -3.23
C 5.52 -0.07 -1.54
N 3.74 1.49 -0.80
C 3.63 2.67 -0.10
C 2.59 2.56 0.74
N 2.06 1.30 0.58
B 0.73 0.87 1.28
N -0.13 -1.54 1.34
C 0.11 -2.54 2.25
C -0.85 -3.47 2.03
N -1.61 -3.07 0.95
C -1.12 -1.90 0.49
S -1.53 -0.94 -0.88
C -2.71 -3.96 0.42
C -3.58 -3.27 -0.62
C -3.60 -4.34 1.61
C -2.03 -5.18 -0.19
N -0.40 1.70 0.60
C -1.30 2.47 1.42
C -2.35 2.86 0.47
N -1.86 2.65 -0.78
C -0.70 1.94 -0.70
S 0.26 1.49 -2.07
C -2.61 3.05 -2.04
C -3.84 3.84 -1.62
C -1.72 3.96 -2.88
C -3.06 1.80 -2.79
C 2.75 0.67 -0.39
S 2.38 -0.92 -1.05
H 6.55 2.15 -2.60
H 6.28 2.47 -0.89
H 5.33 3.32 -2.14
H 4.85 1.05 -4.00
H 3.56 2.11 -3.42
H 3.39 0.34 -3.30
H 6.35 -0.18 -2.24
H 4.90 -0.95 -1.64
H 5.94 -0.03 -0.53
H 4.31 3.49 -0.24
H 2.19 3.25 1.45
H 0.87 2.22 3.09
H 0.93 -2.50 2.94
H -1.05 -4.38 2.56
H -4.00 -2.33 -0.26
H -4.41 -3.94 -0.84
H -3.04 -3.09 -1.55
H -4.03 -3.45 2.08
H -3.06 -4.91 2.37
H -4.41 -4.97 1.25
H -1.37 -4.88 -1.00
H -2.79 -5.85 -0.60
H -1.46 -5.74 0.55
H -1.25 4.21 2.31
H -3.28 3.33 0.69
H -3.59 4.71 -1.02
H -4.56 3.22 -1.08
H -4.34 4.19 -2.52
H -1.28 4.75 -2.27
H -2.33 4.44 -3.65
H -0.92 3.42 -3.39
H -3.68 1.17 -2.15
H -2.23 1.23 -3.17
H -3.67 2.11 -3.64
O -0.09 -2.26 6.49
N -0.93 -1.58 5.95
O -2.13 -1.74 6.05
C -0.45 -0.60 4.97
C 0.97 -0.50 4.75
C 1.41 0.32 3.79
C 0.58 1.19 2.90
O 0.79 -0.60 1.06
C -0.88 1.01 3.26
C -1.35 0.13 4.29
N -1.79 1.64 2.55
O -3.05 1.62 2.74
O -0.61 3.58 1.95
N 2.87 0.44 3.67
O 3.30 1.51 3.28
O 3.55 -0.52 3.97
H 1.65 -1.07 5.36
H -2.41 0.05 4.46
F 1.05 -4.50 -4.53
Te 0.03 -3.02 -4.14
F 1.43 -1.88 -4.66
F -0.52 -2.93 -5.89
F -1.45 -4.09 -3.85
F -1.03 -1.42 -3.89
O 0.49 -2.89 -2.37
```

(5)
Molecular formula: C27H36INO2P3Tc
Method: DFT, ωB97M-V/def2-TZVPD

frontier orbital gap (alpha / beta) = 4.8 / 3.1 eV
total charge = +3
expectation value of S² = 3.80
2S+1 = 4
highest occupied orbital energy (alpha / beta) = -15.691 / -16.176 eV
DFT total energy = -2657.21119 Ha
max |F| = 6.14 eV/Å

The geometry in XYZ format:
```
71
C27H36INO2P3Tc, DFT ωB97M-V/def2-TZVPD
C 3.64 0.00 -2.99
C 2.40 -0.61 -2.61
H 4.11 -0.47 -3.90
H 4.35 -0.06 -2.15
H 3.46 1.08 -3.20
O 1.56 -1.42 -2.77
I 2.27 2.03 0.46
Tc 0.36 0.08 -0.10
P -0.69 1.67 -1.56
C -2.44 1.23 -1.88
C -0.87 3.26 -0.66
H -1.17 4.03 -1.38
H -1.01 2.73 -3.71
H 0.11 3.52 -0.24
H 0.69 2.85 -3.14
H -3.06 1.59 -1.05
H -1.61 3.18 0.15
C -0.18 2.19 -3.22
H -2.75 1.70 -2.81
H 0.06 1.29 -3.81
H -2.52 0.14 -1.97
P 1.69 -1.47 1.19
C 0.74 -2.93 1.76
C 3.24 -2.29 0.67
H 2.73 0.20 2.59
H 2.83 -1.43 3.33
H 1.30 -0.49 3.40
C 2.18 -0.73 2.79
H 4.05 -1.56 0.69
H 3.47 -3.12 1.36
H 1.44 -3.69 2.13
H 0.17 -3.34 0.92
H 3.10 -2.69 -0.35
H 0.05 -2.63 2.57
C -0.41 -1.39 -1.07
O -0.98 -2.29 -1.56
N -0.96 0.20 1.14
P -2.06 0.47 2.30
C -1.26 0.47 3.90
C -1.65 -0.42 4.91
C -1.09 -0.29 6.18
C -0.13 0.69 6.43
C 0.28 1.56 5.41
C -0.29 1.46 4.15
C -2.96 2.00 2.08
C -2.78 3.08 2.97
C -3.41 4.29 2.71
C -4.28 4.41 1.62
C -4.60 3.30 0.85
C -3.98 2.08 1.10
C -3.36 -0.74 2.40
C -4.47 -0.41 3.22
C -5.46 -1.36 3.45
C -5.35 -2.63 2.85
C -4.26 -2.95 2.04
C -3.26 -2.01 1.81
H -2.41 -1.17 4.72
H -1.41 -0.96 6.99
H 0.31 0.80 7.43
H 1.02 2.34 5.60
H 0.00 2.16 3.36
H -2.18 2.95 3.87
H -3.21 5.14 3.36
H -4.72 5.38 1.39
H -5.34 3.37 0.05
H -4.32 1.18 0.58
H -4.53 0.57 3.68
H -6.30 -1.10 4.08
H -6.14 -3.37 3.03
H -4.19 -3.93 1.58
H -2.39 -2.24 1.18
```

(6)
Molecular formula: C27H36N4ReS2Si
Method: DFT, ωB97M-V/def2-TZVPD

frontier orbital gap (alpha / beta) = 8.1 / 6.7 eV
total charge = +2
expectation value of S² = 3.78
2S+1 = 4
highest occupied orbital energy (alpha / beta) = -13.993 / -14.080 eV
ΔE to the lowest compared entry with this formula, charge and spin = 0.00 kcal per mole
DFT total energy = -2433.24232 Ha
max |F| = 0.49 eV/Å

The geometry in XYZ format:
```
71
C27H36N4ReS2Si, DFT ωB97M-V/def2-TZVPD
Re -0.10 0.19 -0.13
C -0.49 7.09 -0.68
C 0.62 6.20 -0.09
C 1.35 5.51 -1.25
C 1.63 7.07 0.66
C -0.01 5.20 0.87
C -0.65 5.66 2.04
C -1.26 4.81 2.94
C -1.23 3.44 2.66
S -1.91 2.12 3.57
C -1.36 1.02 2.39
N -0.66 1.57 1.42
C -0.59 2.97 1.53
C 0.01 3.84 0.63
C -1.61 -0.41 2.35
C -2.26 -1.12 3.35
C -2.47 -2.48 3.19
C -2.03 -3.12 2.04
C -1.38 -2.41 1.03
C -1.17 -1.04 1.17
H -0.05 7.82 -1.37
H -1.02 7.64 0.10
H -1.22 6.49 -1.23
H 1.82 6.26 -1.89
H 0.67 4.92 -1.87
H 2.16 4.86 -0.88
H 2.09 7.78 -0.03
H 2.43 6.46 1.10
H 1.16 7.65 1.46
H -0.67 6.72 2.25
H -1.75 5.19 3.83
H 0.45 3.45 -0.27
H -2.60 -0.62 4.25
H -2.97 -3.05 3.97
H -2.20 -4.19 1.92
H -1.06 -2.93 0.14
C -4.42 -1.25 -5.38
Si -2.64 -1.26 -4.88
C -2.11 -2.94 -4.30
C -1.54 -0.62 -6.23
C -2.53 -0.01 -3.42
C -3.44 1.06 -3.36
C -3.45 1.98 -2.32
C -2.54 1.84 -1.30
N -1.65 0.83 -1.34
C -1.64 -0.06 -2.36
S -0.30 -1.19 -2.08
H -4.61 -2.08 -6.06
H -4.70 -0.33 -5.91
H -5.09 -1.37 -4.51
H -2.48 -3.68 -5.02
H -2.53 -3.19 -3.32
H -1.03 -3.04 -4.26
H -1.72 -1.19 -7.14
H -0.48 -0.73 -5.97
H -1.73 0.43 -6.45
H -4.17 1.17 -4.16
H -4.16 2.80 -2.30
H -2.50 2.51 -0.45
N 1.68 -0.65 0.87
C 2.86 -0.59 -0.05
C 3.00 0.84 -0.52
N 1.72 1.30 -1.11
H 1.90 -0.14 1.73
H 1.50 -1.61 1.16
H 2.66 -1.25 -0.89
H 3.76 -0.93 0.45
H 3.82 0.92 -1.23
H 3.23 1.49 0.33
H 1.68 1.05 -2.10
H 1.68 2.31 -1.08
```